# 1
A molecular structure, C15H21Cl2N3S3V. Source: the OMol25 dataset; level of theory: the ωB97M-V functional and the def2-TZVPD basis.

Structure (XYZ):
```
45
Properties=species:S:1:pos:R:3:forces:R:3:lowdin_spin:R:1
V 7.3506 9.8514 11.2312 -0.7927 0.1685 -0.1150 1.850
C 11.0494 8.0920 12.9158 -0.5229 -0.4521 -0.0600 0.003
C 9.6184 8.6488 12.7477 0.4348 0.9318 1.8144 0.027
S 8.6605 8.0755 11.4104 1.0364 -1.0844 -0.3099 0.015
C 9.1061 9.5542 13.6605 0.8374 -1.0104 -0.3773 0.020
C 9.6678 9.6076 15.0799 -0.5407 -0.2225 -0.1222 0.002
S 7.6947 10.5482 13.3508 -0.0513 -0.4337 1.1483 0.021
H 11.5098 7.9762 11.9089 -0.2900 -0.0961 0.7186 0.000
H 11.0766 7.1266 13.4722 -0.1101 0.2240 -0.6163 0.001
H 11.6873 8.7437 13.5137 -0.0914 0.2841 -0.1650 0.000
H 10.2532 8.7147 15.2398 0.4662 -0.2200 0.1125 0.001
H 8.8234 9.4961 15.7956 0.4059 0.4444 -0.4201 0.000
H 10.2771 10.4769 15.3460 -0.2093 0.1010 -0.0888 0.000
C 6.0584 5.4041 6.8355 0.0703 0.0423 -0.3669 0.000
C 4.9645 6.3873 7.2451 -0.1074 0.1466 0.1734 0.001
N 5.3692 7.0030 8.5158 -0.8971 0.5090 0.0475 0.001
C 5.1943 8.2884 8.8794 0.7714 1.5653 1.4787 0.024
S 5.3400 8.8283 10.6197 -1.6816 -1.5154 -1.7893 0.084
N 4.9362 9.3351 8.0366 0.6999 -1.1887 -0.4049 0.000
C 5.3512 9.5956 6.6240 -0.3512 -1.5977 0.5342 0.000
C 4.1413 10.1067 5.8641 0.2918 0.1470 -0.7124 0.000
H 5.5722 4.5114 6.4774 0.1026 -0.3973 -0.5157 0.000
H 6.6746 5.0930 7.6792 -0.0814 0.1586 0.1060 0.000
H 6.7435 5.8164 6.0752 -0.3549 -0.1978 0.2864 0.000
H 3.9775 5.8681 7.3534 0.7562 0.4062 0.1139 0.000
H 4.8242 7.1751 6.4981 -0.0725 -0.4381 0.2642 0.000
H 5.4760 6.2996 9.2607 0.1227 1.1631 -0.1941 0.000
H 4.8665 10.2120 8.5314 0.0921 -0.1940 0.5071 0.001
H 5.7278 8.6539 6.1575 -0.1906 0.8630 0.4501 0.000
H 6.1981 10.2790 6.6555 -0.0659 0.1650 -0.0658 0.000
H 3.2357 9.5238 6.0661 0.3525 -0.1917 -0.1640 0.000
H 4.3968 10.0889 4.7891 -0.4139 0.1090 0.3418 0.000
H 3.8924 11.1268 6.1406 0.1078 0.2168 0.0316 0.000
Cl 9.1206 10.5200 7.7787 0.0356 -0.9278 -0.7007 0.002
C 9.1834 12.0280 8.5521 1.5049 2.1686 -0.1666 -0.001
C 9.9308 13.0810 7.9809 -0.6343 -0.2227 0.7059 0.000
C 9.9347 14.3567 8.5707 0.0280 -0.6750 0.2011 0.003
C 9.2783 14.5476 9.7962 -0.6168 -1.5944 0.1554 0.000
C 8.6205 13.4605 10.4071 1.1888 0.1130 -1.6896 0.001
Cl 7.8612 13.6599 11.9049 -0.4805 0.3599 0.8014 0.003
C 8.5652 12.1520 9.8057 -0.8406 0.6161 -0.1359 -0.004
N 7.8367 11.1527 10.2714 0.0807 1.1307 -0.5836 -0.060
H 10.5340 12.8678 7.1063 -0.1979 0.1373 -0.1316 0.000
H 10.5038 15.1462 8.0996 -0.0293 0.1040 0.0691 0.000
H 9.2204 15.4732 10.3415 0.2384 0.3848 -0.1663 0.000
```
Positions in Å, forces in eV/Å.

Calculated values
Multiplicity: 3
HOMO (alpha / beta), eV: -2.81 / -2.96
Gap between HOMO and LUMO (alpha / beta), eV: 5.024 / 5.174
Total energy, eV: -103605.615
Total charge: -1
Energy relative to the best compared isomer or geometry (same formula, charge and spin), kJ/mol: 28.4


# 2
7 unconnected molecules or ions with the total composition C15H21Cl7F3O13. Source: the OMol25 dataset; level of theory: the ωB97M-V functional and the def2-TZVPD basis.

Structure (XYZ):
```
59
Properties=species:S:1:pos:R:3:forces:R:3:lowdin_charge:R:1
Cl 0.8722 0.2517 -0.5817 1.8123 -0.0764 -6.2317 0.567
O 0.0827 0.8120 0.4013 -2.7180 2.2930 2.2984 -0.353
O 1.9317 -0.4022 0.0642 2.0059 -1.6651 1.0214 -0.377
O 0.1249 -0.6139 -1.4630 -0.9118 -1.2535 0.9981 -0.405
O 1.4410 1.1894 -1.5824 -0.1739 0.7373 1.9075 -0.432
C -4.2183 -2.3212 -6.9438 0.4840 0.0769 1.3040 -0.027
C -5.4984 -2.0092 -6.1896 1.3393 0.6113 1.4191 -0.322
O -5.3472 -2.8818 -5.0879 -1.8053 0.9808 1.4513 0.131
C -4.6229 -3.9478 -5.3550 0.6601 -3.3415 1.4182 -0.518
O -4.5504 -4.9731 -4.6401 -0.0271 3.9603 -3.0647 0.114
O -4.0064 -3.6907 -6.5273 0.7977 -1.1423 -1.2897 0.064
F -6.6408 -2.2810 -6.8036 -1.0142 -0.5716 -1.1012 0.103
H -3.3918 -1.7824 -6.4804 -0.1441 0.3696 0.2166 0.141
H -4.1198 -2.0554 -7.9964 -0.5949 -1.0289 -0.1325 0.142
H -5.5995 -1.0127 -5.7597 0.3172 0.0710 -0.1966 0.170
C 5.1749 3.7010 3.9106 -1.9690 -1.8794 -0.9425 -0.066
C 4.3896 3.3965 5.1799 -0.2489 0.3395 0.6472 -0.290
O 5.2636 3.9115 6.1664 -0.0901 -0.6337 0.8749 0.131
C 6.2445 4.6370 5.5929 2.6306 2.0630 5.3867 -0.539
O 7.1326 5.2108 6.2751 -3.1844 -2.1430 -3.1143 0.101
O 6.0001 4.7094 4.3373 1.9751 1.8235 -2.8771 0.115
F 4.1084 2.1035 5.4768 0.4684 0.0471 -0.4674 0.081
H 4.5070 3.9989 3.1023 0.1465 0.4946 0.1388 0.148
H 5.7117 2.8442 3.5035 0.3115 -0.1348 0.4031 0.151
H 3.4478 3.9408 5.2491 -0.0637 -0.0073 -0.0761 0.169
C 7.0326 -0.4051 -5.6890 1.5663 0.5851 0.7220 -0.049
C 6.8356 -1.7663 -5.1062 -0.4291 0.6016 -0.0728 -0.304
O 8.1211 -2.3451 -5.1787 -2.8058 -3.0358 3.8051 0.178
C 8.8379 -1.8414 -6.0843 2.3612 2.7164 -2.4687 -0.597
O 9.8719 -2.2807 -6.5120 -1.1571 0.6460 0.1337 0.162
O 8.2734 -0.6196 -6.3936 0.4552 0.7195 -1.1180 0.057
F 6.0280 -2.4194 -5.9418 -1.0092 -1.5368 -0.7019 0.094
H 7.1434 0.2696 -4.8402 0.6023 0.3809 -0.1236 0.135
H 6.2798 0.0576 -6.3272 -0.0371 -0.7930 -0.1750 0.146
H 6.4103 -1.7923 -4.1030 0.4134 -0.2806 0.0237 0.178
Cl -0.0599 -8.0043 3.2764 0.4852 -1.4813 0.5246 0.561
C -0.4181 -6.5014 2.4860 0.8169 0.2947 0.6484 -0.709
C -1.8389 -6.4433 2.0693 -0.7237 1.0564 -0.4884 -0.653
Cl -3.1110 -6.3732 3.3629 0.7684 -0.0489 -0.2704 0.498
H 0.2489 -6.3789 1.6327 -0.2740 -0.2157 -0.2473 0.083
H -0.0645 -5.7603 3.2029 -0.6860 0.3801 -0.1322 0.073
H -2.1342 -7.2630 1.4144 0.2269 0.0892 0.1050 0.070
H -1.8817 -5.4963 1.5313 -0.6119 -0.0456 -0.1522 0.077
Cl -2.2411 3.0203 9.3089 -0.4456 -0.1373 -0.8778 0.484
C -2.9178 3.4445 7.6659 -1.4928 -0.4303 0.6168 -0.601
C -3.2154 2.2706 6.7205 1.7024 -1.2073 -0.2501 -0.626
Cl -4.2580 0.8886 7.2663 -0.2051 0.8868 0.4769 0.496
H -2.2561 4.2483 7.3431 -0.0473 -0.5491 -0.7046 0.065
H -3.9161 3.8612 7.7992 0.1892 0.4309 0.6423 0.061
H -2.3212 1.6818 6.5159 0.2504 0.5244 -0.2001 0.051
H -3.6405 2.5596 5.7594 0.0517 0.4750 0.2886 0.069
Cl -8.1374 3.4091 -0.8343 -0.1994 -0.3752 -0.0814 0.509
C -6.4313 3.1313 -0.3652 -0.2984 1.0857 0.7074 -0.620
C -5.6358 4.3510 -0.8649 0.0293 -0.5745 -0.6761 -0.633
Cl -6.1126 5.9872 -0.1861 0.3839 -1.3601 -0.2354 0.477
H -6.1034 2.1678 -0.7553 0.1630 0.3631 -0.3998 0.077
H -6.4559 3.0261 0.7194 0.2042 0.2308 -0.0455 0.063
H -5.8092 4.3929 -1.9403 -0.2144 0.3495 0.0653 0.054
H -4.5601 4.1876 -0.8009 -0.0364 0.2650 0.6702 0.074
```
Positions in Å, forces in eV/Å.

Calculated values
HOMO, eV: -5.78
Gap between HOMO and LUMO, eV: 7.576
Total energy, eV: -138315.732
Total charge: -1


# 3
A molecular structure, C15H21F3O15. Source: the OMol25 dataset; level of theory: the ωB97M-V functional and the def2-TZVPD basis.

Structure (XYZ):
```
54
Properties=species:S:1:pos:R:3:forces:R:3:lowdin_charge:R:1
C 0.7532 -0.8726 -3.5235 -0.2800 -4.8704 0.6233 -0.048
O 2.0306 -1.1077 -2.9250 1.1143 -1.0674 0.8470 0.035
C 2.1478 -1.8281 -1.7484 -1.7898 2.6114 -0.9495 -0.490
O 1.1954 -2.1336 -1.0723 3.1376 -0.6339 -2.5498 0.079
O 3.3854 -1.8369 -1.3817 1.2427 -0.7015 -1.8397 0.055
C 3.7407 -2.0850 -0.0478 0.8110 0.8683 0.2117 -0.025
H 0.1166 -0.2399 -2.9050 1.4735 -5.0496 -0.8367 0.024
H 0.1924 -1.7974 -3.6592 0.4225 -0.7143 -0.3017 0.112
H 0.9746 -0.4708 -4.5122 -0.1284 0.2361 0.2984 0.120
H 4.8284 -2.1554 -0.0384 -0.1460 -0.3021 -0.0112 0.117
H 3.2422 -2.9076 0.4650 0.3331 -0.3000 -0.9237 0.106
H 3.4666 -1.1549 0.4501 0.4252 -0.0517 0.1628 0.108
C 1.7778 -2.0381 2.1437 8.1655 -4.8528 5.0616 -0.182
O 1.3972 -0.8009 2.5901 -0.3747 1.5939 3.4257 0.034
C 1.5910 -0.5293 3.9298 0.3046 0.7325 0.3480 -0.487
O 2.2425 -1.1370 4.7676 -1.4285 1.1408 -1.7962 0.114
O 0.9062 0.6486 4.1075 0.3482 -0.2542 0.1999 -0.039
C 1.0840 1.4931 5.2812 0.2029 -0.4268 -0.5570 -0.025
H 0.9844 -2.6166 1.6706 3.9489 -3.3789 4.3841 0.015
H 2.1018 -2.7745 2.8791 1.0485 0.9518 1.2632 0.109
H 2.5892 -1.9122 1.4268 -1.4207 -0.0308 1.6480 0.024
H 1.8435 2.2468 5.0733 0.4849 -0.3934 0.0223 0.086
H 1.3127 0.8906 6.1604 0.0001 0.1560 -0.0794 0.092
H 0.1915 2.1055 5.4092 -0.3434 -0.6414 -0.0377 0.087
C 0.1655 2.2389 -3.9767 -0.6126 0.6121 0.0195 0.005
C -1.3039 2.6760 -3.8619 0.7411 -0.6261 0.7922 -0.248
O -1.6460 2.0214 -2.6242 -2.2568 0.9941 -0.2511 0.149
C -0.7585 1.1595 -2.1848 1.7804 0.4127 1.0292 -0.355
O -0.7417 0.5410 -1.0944 1.5430 15.2521 -11.3080 0.024
O 0.2205 1.0732 -3.1502 -0.3342 8.0502 1.1177 -0.066
F -2.1049 2.1938 -4.7996 -0.5005 -0.7760 -1.0618 0.113
H 0.7826 3.0299 -3.5505 0.2713 -0.0873 -0.1937 0.149
H 0.4708 1.9315 -4.9769 -0.0557 0.2420 0.0744 0.153
H -1.5152 3.7447 -3.8274 0.2689 -0.0680 0.6341 0.179
C -0.9298 -1.1926 -0.7833 -1.7846 -9.3210 2.9742 -0.079
C -0.5246 -2.3355 0.1796 -3.3659 -0.5108 -3.7057 -0.233
O -1.7668 -2.6788 0.7701 1.7679 -0.1369 1.2316 0.165
C -2.5495 -1.5751 0.7776 -1.7223 -0.6820 -0.5958 -0.504
O -3.6007 -1.5175 1.3283 0.7438 -0.6474 -0.0127 0.194
O -2.0813 -0.6581 -0.0744 1.1844 -3.7911 -0.3203 0.011
F 0.4433 -1.8758 1.0164 -11.9043 5.7898 -8.6670 0.013
H -1.2924 -1.4917 -1.7667 0.1551 -0.6026 0.0766 0.166
H -0.2151 -0.3801 -0.9140 3.3013 -6.3584 1.3493 -0.022
H -0.0491 -3.1549 -0.3594 -1.3541 -0.5056 0.9460 0.166
C -2.0361 1.6241 0.1890 0.2811 3.0514 0.9457 -0.100
C -2.0422 2.7607 1.1490 -0.5998 -1.5542 0.9187 -0.258
O -2.8268 2.1428 2.1888 0.8901 1.6679 0.7106 0.134
C -3.6245 1.1805 1.6417 -1.3678 -0.8360 1.7361 -0.546
O -4.4672 0.5570 2.2300 0.7438 1.9977 -0.3587 0.159
O -3.2553 0.9762 0.4005 -1.4740 1.8354 -0.9989 0.107
F -2.7001 3.8330 0.6579 -1.0650 0.9320 -0.4417 0.064
H -1.2067 0.9216 0.2712 -1.2322 1.7446 2.7312 0.137
H -1.8666 2.0714 -0.7905 -1.6369 0.0791 1.0481 0.129
H -1.0736 3.1967 1.3937 0.0421 -0.7789 0.9672 0.172
```
Positions in Å, forces in eV/Å.

Calculated values
HOMO, eV: -8.19
Gap between HOMO and LUMO, eV: 7.891
Total energy, eV: -54739.395
Energy relative to the best compared isomer or geometry (same formula, charge and spin), kJ/mol: 2122.6


# 4
A single C15H21N3O molecule. Source: the OMol25 dataset; level of theory: the ωB97M-V functional and the def2-TZVPD basis.

Structure (XYZ):
```
40
Properties=species:S:1:pos:R:3:forces:R:3:lowdin_charge:R:1
N 3.2838 0.3575 0.9030 2.2666 0.5041 -0.3765 0.101
O -0.5838 -0.2387 4.7185 -0.5785 1.6338 5.0163 0.054
C 4.5572 -0.0034 1.0994 -0.6422 -0.5066 -0.1012 -0.119
C 0.1897 0.5951 2.6959 -3.9886 1.0718 0.1302 0.022
C 4.9671 -0.7456 2.2123 0.3811 0.1807 1.0677 -0.061
C 0.4128 -0.0520 3.9002 5.2350 -0.3723 -2.6583 -0.396
C 1.1311 0.7161 1.7476 -1.2754 0.8707 -4.3153 -0.187
C 4.0202 -1.0038 3.1910 2.4038 -0.3707 0.7883 -0.032
C 1.7399 -0.5061 4.0730 -1.5893 0.2817 -0.0929 0.023
C 2.4340 0.2496 1.9162 1.6110 -1.5201 1.2965 -0.189
C 2.7760 -0.4357 3.1218 -2.5440 1.4202 -1.1526 -0.164
N 0.9129 1.1308 0.4056 3.1917 1.3772 2.2205 0.002
N -3.6981 -1.5810 -3.5252 0.3823 0.3949 -0.9343 0.020
C -3.6292 0.8536 -4.0644 2.7162 -1.1380 -0.2530 -0.068
C -0.2714 1.1494 -0.3868 -1.1086 0.5341 3.8478 -0.260
C -0.0793 -0.0031 -1.1926 -2.0349 -3.4294 -2.5502 -0.231
C -1.0414 -0.0942 -2.4013 -0.2839 1.2567 1.5794 -0.193
C -2.4812 -0.0909 -1.8936 -0.0550 -0.5518 -1.0428 -0.176
C -3.6263 -0.2279 -2.9858 0.2734 -0.2227 2.5201 -0.461
H -0.2550 0.2561 5.5834 -1.4914 -1.8521 -2.1814 0.195
H 5.3036 0.2159 0.3509 -0.2311 0.1596 -0.4188 0.100
H -0.8978 0.9757 2.5670 2.0079 -0.6059 -0.1469 0.155
H 6.0413 -1.0002 2.4328 -1.3149 0.1209 -0.6997 0.121
H 4.3823 -1.5362 4.0836 -0.5537 0.1470 -0.3194 0.124
H 2.0091 -1.0189 4.9179 0.2572 -1.2703 2.3332 0.082
H 1.8733 1.0670 -0.0809 -2.2729 0.1816 0.6910 0.133
H -3.8740 -2.3474 -2.8667 0.4013 0.7751 -0.1897 0.079
H -2.8020 -1.6774 -4.0033 -0.3697 -0.8389 0.0494 0.064
H -4.5890 0.8037 -4.5421 -0.2467 0.8943 -0.3587 0.069
H -2.7744 0.7616 -4.8123 -1.2067 -0.9993 0.3095 0.092
H -3.1677 1.7450 -3.6577 -1.3686 0.9141 0.5492 0.068
H -0.4194 2.0259 -0.9391 0.0881 1.7001 -0.8411 0.108
H -1.1845 1.0990 0.3196 1.3262 -0.1381 -1.0868 0.142
H 0.9016 -0.0311 -1.6081 0.9610 -0.0416 -0.0488 0.112
H -0.2248 -0.8612 -0.5071 0.3078 -0.0377 -0.6098 0.141
H -0.8868 -0.9849 -2.9216 0.4988 -1.5333 -1.0103 0.081
H -0.7619 0.7357 -3.0545 -0.4048 0.1253 -0.1801 0.114
H -2.6459 0.7511 -1.2447 -0.2926 0.6854 0.0136 0.089
H -2.5323 -0.9597 -1.2117 -0.3047 0.1238 -0.2943 0.118
H -4.5095 -0.0895 -2.3403 -0.1515 0.0754 -0.5499 0.126
```
Positions in Å, forces in eV/Å.

Calculated values
HOMO, eV: -7.22
Gap between HOMO and LUMO, eV: 7.451
Structure (SMILES): C[C@@H](N)CCCCNc1cc(O)cc2cccnc12
Total energy, eV: -22411.266
Energy relative to the best compared isomer or geometry (same formula, charge and spin), kJ/mol: 376.5


# 5
A single C15H21NO4 molecule. Source: the OMol25 dataset; level of theory: the ωB97M-V functional and the def2-TZVPD basis.

Structure (XYZ):
```
41
Properties=species:S:1:pos:R:3:forces:R:3:lowdin_charge:R:1
C 0.8541 3.3015 0.6580 0.1535 -0.1784 0.1686 -0.102
C 1.9495 2.3098 1.0326 0.0706 0.0917 -0.1726 -0.250
C 2.8704 1.9479 -0.1350 -0.3079 -0.3374 0.0525 -0.176
C 2.1333 1.2767 -1.2985 0.4278 0.4747 -0.0269 -0.189
H 2.8422 0.9698 -2.0759 -0.1318 -0.0087 0.0314 0.121
H 1.4272 1.9785 -1.7498 0.1105 -0.0876 -0.0085 0.125
O 1.3232 0.1928 -0.8890 -0.1149 -0.2961 0.0954 -0.079
C 1.8756 -1.0034 -0.5225 -0.0480 -0.2760 0.1379 -0.196
C 3.2135 -1.3255 -0.7257 0.0350 0.3027 -0.1254 -0.020
C 3.7067 -2.5705 -0.3773 -0.0667 -0.0436 0.0263 -0.075
C 2.8713 -3.5247 0.1730 0.0796 -0.0313 0.0011 -0.080
C 1.5413 -3.2138 0.3744 -0.0574 0.1099 -0.0168 -0.013
C 1.0226 -1.9641 0.0505 0.2537 -0.0433 -0.1487 -0.047
C -0.4351 -1.7811 0.3432 -0.0536 0.2426 0.1272 -0.432
O -1.1738 -2.7386 0.4904 -0.0664 -0.2352 -0.0338 0.060
N -0.8566 -0.5077 0.5177 -0.0555 0.3578 0.0058 0.081
H -0.2368 0.2448 0.2626 0.0714 -0.1779 -0.0219 0.107
C -2.2440 -0.1862 0.7408 -0.1627 -0.1236 -0.0709 -0.175
H -2.3276 0.4639 1.6191 -0.0808 -0.0843 -0.0323 0.130
C -2.8681 0.5033 -0.4751 -0.0287 -0.0913 0.2239 -0.159
H -2.6938 -0.1055 -1.3646 0.0506 0.0464 -0.0224 0.128
H -2.3867 1.4723 -0.6276 0.0126 -0.0029 -0.0652 0.108
C -4.3765 0.7204 -0.2967 0.0965 -0.0959 -0.0812 -0.101
C -5.0991 -0.5988 -0.4259 -0.1577 0.2202 -0.3121 -0.548
O -5.4830 -1.0784 -1.4572 0.0117 -0.0621 -0.1823 0.111
O -5.2555 -1.2036 0.7563 -0.0078 -0.1961 0.7492 0.107
H -5.6659 -2.0760 0.6439 0.0452 0.1653 -0.2718 0.137
H -4.7436 1.3857 -1.0784 -0.0709 -0.0794 0.0794 0.124
H -4.5785 1.1495 0.6845 -0.0371 0.0784 -0.0137 0.121
H -2.7535 -1.1289 0.9512 0.0453 0.1941 0.0626 0.112
H 0.8581 -3.9369 0.7937 -0.0645 -0.0276 0.0111 0.119
H 3.2516 -4.4982 0.4402 0.0251 -0.0860 0.0298 0.102
H 4.7511 -2.7889 -0.5451 0.0804 -0.0080 -0.0206 0.106
H 3.8880 -0.6087 -1.1668 0.0160 0.0884 -0.0305 0.104
H 3.3523 2.8480 -0.5211 0.0766 0.0158 -0.0438 0.118
H 3.6491 1.2786 0.2365 0.0825 0.0578 -0.0666 0.105
H 2.5636 2.7407 1.8263 -0.0263 -0.0818 0.0497 0.108
H 1.4981 1.3977 1.4302 0.0610 -0.0086 0.0904 0.101
H 0.2932 3.5899 1.5439 -0.1088 0.0755 0.0195 0.072
H 0.1572 2.8691 -0.0557 -0.1387 0.0129 -0.1173 0.056
H 1.2853 4.1987 0.2189 -0.0193 0.1292 -0.0765 0.077
```
Positions in Å, forces in eV/Å.

Calculated values
HOMO, eV: -8.87
Gap between HOMO and LUMO, eV: 9.567
Structure (SMILES): CCCCOc1ccccc1C(=O)NCCCC(=O)O
Total energy, eV: -25576.966
Energy relative to the best compared isomer or geometry (same formula, charge and spin), kJ/mol: 40.5